Record 1
Entry from the Open Molecules 2025 dataset: a cluster of 2 separate species, C6H9N2O2 in total at a distorted geometry (wB97M-V/def2-TZVPD).

Each line ends with the Löwdin charge.
Atoms and positions in Å:
C (1.020, -1.772, 0.539)  -0.032
C (0.146, -0.745, 0.546)  -0.083
C (1.979, -0.033, -0.749)  0.137
C (-3.935, -0.030, 0.714)  -0.404
C (-0.136, 0.439, -1.391)  0.026
C (0.889, 1.638, 0.543)  0.066
N (2.152, -1.459, -0.261)  0.101
N (0.749, 0.300, -0.187)  -0.415
O (-4.959, -0.248, 0.247)  0.256
O (-2.870, 0.136, 1.118)  0.178
H (0.980, -2.800, 0.912)  0.142
H (-0.856, -0.782, 1.038)  0.140
H (-1.025, 0.965, -1.018)  0.106
H (0.169, 1.287, -2.026)  0.128
H (-0.223, -0.612, -1.698)  0.133
H (1.856, 2.007, 0.185)  0.094
H (0.134, 2.459, 0.270)  0.146
H (0.931, 1.280, 1.594)  0.125
H (2.998, -2.030, -0.374)  0.156

Energy: -493.64647 Ha
ΔE to the lowest compared entry with this formula, charge and spin: 97.8 kcal/mol
Kohn-Sham gap: 0.3585 hartree
Charge: +1
E_LUMO: -4.49 eV
HOMO level: -14.2 eV


Record 2
Entry from the Open Molecules 2025 dataset: the ion C5H8N2 with charge +2 at a distorted geometry (wB97M-V/def2-TZVPD).

Each line ends with the Löwdin charge.
Atoms and positions in Å:
C (-1.374, -1.910, -0.035)  0.052
C (0.007, -1.534, 0.091)  0.009
C (-2.506, -0.045, -1.222)  0.396
C (1.299, 0.567, -0.465)  0.015
C (1.717, 1.776, 0.331)  0.000
N (-2.307, -1.169, -0.585)  0.038
N (0.546, -0.414, -0.029)  0.174
H (-1.744, -2.801, 0.465)  0.173
H (0.505, -2.376, 0.485)  0.157
H (-2.777, 0.852, -0.741)  0.109
H (1.687, 0.351, -1.582)  0.225
H (2.534, 2.371, -0.162)  0.127
H (0.777, 2.352, 0.564)  0.125
H (1.985, 1.335, 1.350)  0.138
H (-3.243, -1.654, -0.813)  0.261

Energy: -303.90337 Ha
ΔE to the lowest compared entry with this formula, charge and spin: 102.3 kcal/mol
Kohn-Sham gap (alpha / beta): 0.2889 / 0.2835 hartree
Charge: +2
E_LUMO (alpha / beta): -11.27 / -11.77 eV
HOMO level (alpha / beta): -19.1 / -19.5 eV


Record 3
Entry from the Open Molecules 2025 dataset: a cluster of 12 separate species, H24O12 in total at a distorted geometry (wB97M-V/def2-TZVPD).

Each line ends with the Löwdin charge.
Atoms and positions in Å:
O (1.291, 0.711, 2.606)  -0.050
H (2.037, 0.126, 2.671)  0.096
H (1.585, 1.534, 3.031)  0.118
O (1.744, 1.441, -0.020)  -0.014
H (1.399, 1.251, 0.824)  -0.017
H (2.600, 1.045, 0.009)  0.041
O (0.625, 2.098, -2.274)  -0.067
H (0.379, 1.215, -2.593)  -0.029
H (1.116, 1.908, -1.497)  -0.060
O (-0.248, -1.526, 2.939)  -0.038
H (-1.027, -1.095, 3.309)  0.035
H (0.353, -0.828, 2.666)  -0.028
O (-2.051, 0.678, -2.471)  -0.083
H (-1.611, 0.282, -3.235)  0.015
H (-1.546, 0.549, -1.633)  0.010
O (-0.659, -0.250, 0.053)  -0.047
H (0.257, -0.508, -0.099)  0.006
H (-0.779, 0.272, 0.836)  -0.016
O (-1.173, 1.438, 2.150)  -0.035
H (-1.690, 0.942, 2.748)  0.018
H (-0.269, 1.363, 2.586)  0.041
O (-3.969, -0.056, 1.049)  -0.029
H (-4.120, 0.267, 1.943)  0.060
H (-3.604, 0.727, 0.604)  0.076
O (-2.578, -2.271, 0.535)  -0.105
H (-1.746, -1.884, 0.305)  -0.042
H (-3.116, -1.468, 0.801)  -0.011
O (0.778, -0.486, -3.133)  -0.050
H (0.897, -0.481, -4.124)  0.117
H (0.524, -1.380, -2.936)  0.057
O (1.800, -1.661, -0.160)  -0.002
H (1.181, -2.090, -0.725)  0.041
H (2.632, -2.082, -0.122)  0.049
O (3.273, 0.006, -1.968)  -0.055
H (2.348, 0.003, -1.783)  -0.043
H (3.372, 0.195, -2.901)  0.044

Energy: -917.21935 Ha
ΔE to the lowest compared entry with this formula, charge and spin: 66.5 kcal/mol
Kohn-Sham gap: 0.3298 hartree
E_LUMO: -0.58 eV
HOMO level: -9.6 eV


> Look up the energy of the first one.

-493.64647 Ha